(1)
Computed, not measured: a molecular structure, C46H58F3GeN3O3SSi2Tc at a distorted geometry, with the ωB97M-V functional and the def2-TZVPD basis.

Cartesian coordinates (Å):
Tc: 0.524 0.111 0.311
C: 3.296 3.349 5.749
O: 4.269 3.390 4.716
C: 3.986 2.786 3.558
C: 4.998 2.873 2.568
C: 4.806 2.315 1.347
C: 3.619 1.608 1.026
C: 3.399 1.024 -0.244
C: 4.414 1.155 -1.343
O: 2.349 0.388 -0.570
C: 2.608 1.503 2.035
O: 1.504 0.870 1.831
C: 2.818 2.112 3.290
H: 3.726 3.888 6.587
H: 3.082 2.319 6.045
H: 2.371 3.838 5.434
H: 5.913 3.389 2.825
H: 5.588 2.408 0.607
H: 5.435 1.098 -0.979
H: 4.254 2.120 -1.831
H: 4.233 0.375 -2.079
H: 2.022 2.016 4.014
C: -1.826 -2.808 -1.373
Si: -1.021 -3.403 0.220
C: -0.597 -5.225 -0.079
C: -2.157 -3.464 1.733
C: 0.544 -2.300 0.565
C: 0.932 -2.537 1.993
C: 1.360 -3.827 2.370
C: 1.768 -4.071 3.665
C: 1.752 -3.038 4.590
C: 1.295 -1.811 4.151
N: 0.895 -1.574 2.906
Si: 2.109 -2.667 -0.539
C: 1.958 -1.978 -2.291
C: 3.632 -2.110 0.452
C: 2.440 -4.509 -0.850
H: -2.880 -3.089 -1.422
H: -1.329 -3.240 -2.244
H: -1.754 -1.727 -1.452
H: -1.545 -5.758 -0.183
H: -0.059 -5.694 0.744
H: -0.031 -5.382 -0.995
H: -2.672 -4.426 1.771
H: -2.905 -2.676 1.720
H: -1.585 -3.353 2.657
H: 1.376 -4.616 1.635
H: 2.097 -5.062 3.951
H: 2.077 -3.177 5.611
H: 1.248 -0.960 4.826
H: 1.482 -1.003 -2.306
H: 1.372 -2.656 -2.916
H: 2.949 -1.887 -2.743
H: 3.401 -1.337 1.188
H: 4.417 -1.721 -0.201
H: 4.054 -2.954 0.999
H: 1.850 -4.900 -1.678
H: 2.288 -5.162 0.008
H: 3.493 -4.598 -1.131
C: -2.883 -0.404 5.199
C: -1.818 0.504 4.593
N: -2.389 1.394 3.586
C: -2.407 1.160 2.276
S: -1.665 -0.274 1.634
N: -3.060 1.978 1.472
C: -3.645 3.263 1.825
C: -5.079 3.134 2.334
H: -2.436 -1.063 5.942
H: -3.335 -1.019 4.420
H: -3.665 0.180 5.687
H: -1.055 -0.095 4.105
H: -1.354 1.120 5.365
H: -2.962 2.146 3.940
H: -3.099 1.704 0.504
H: -3.624 3.874 0.924
H: -3.009 3.755 2.564
H: -5.731 2.751 1.550
H: -5.449 4.112 2.641
H: -5.143 2.455 3.185
F: -0.396 2.689 1.517
C: -0.127 2.126 0.312
F: -1.129 2.548 -0.499
F: 0.983 2.768 -0.138
C: -0.285 -0.018 -1.309
Ge: -0.934 0.685 -3.043
C: -2.794 1.236 -2.717
C: -3.554 0.562 -1.762
C: -4.878 0.916 -1.538
C: -5.450 1.959 -2.253
C: -4.702 2.630 -3.210
C: -3.385 2.261 -3.449
C: -0.983 -0.674 -4.466
C: -2.021 -1.603 -4.458
C: -2.098 -2.581 -5.437
C: -1.146 -2.630 -6.446
C: -0.133 -1.683 -6.484
C: -0.051 -0.709 -5.499
C: 0.355 2.120 -3.424
C: 1.660 1.774 -3.772
C: 2.584 2.752 -4.107
C: 2.212 4.089 -4.096
C: 0.922 4.444 -3.730
C: 0.000 3.465 -3.388
H: -3.106 -0.252 -1.198
H: -5.465 0.370 -0.808
H: -6.478 2.244 -2.073
H: -5.149 3.437 -3.775
H: -2.818 2.772 -4.218
H: -2.784 -1.554 -3.689
H: -2.908 -3.299 -5.418
H: -1.201 -3.395 -7.209
H: 0.590 -1.695 -7.289
H: 0.733 0.036 -5.551
H: 1.957 0.731 -3.788
H: 3.589 2.469 -4.394
H: 2.926 4.853 -4.375
H: 0.629 5.486 -3.723
H: -1.001 3.753 -3.089

## Properties
Net charge: +1
DFT total energy in eV: -152708.357
Kohn-Sham gap (alpha / beta) in eV: 6.454 / 6.456
Highest occupied orbital energy (alpha / beta) in eV: -10.691 / -10.691
ΔE to the lowest compared entry with this formula, charge and spin in kJ/mol: 8.51

=====

(2)
Computed, not measured: a molecular structure, C36H58Cl2N4O2PSi4SnTe at a distorted geometry, with the ωB97M-V functional and the def2-TZVPD basis.

Cartesian coordinates (Å):
Sn: 0.820 2.176 0.174
Cl: 4.716 0.625 -5.396
C: 4.269 0.953 -3.762
C: 3.125 1.689 -3.504
C: 2.730 1.923 -2.196
N: 1.606 2.647 -1.829
C: 1.122 3.662 -2.561
O: 1.323 3.918 -3.734
C: 0.295 4.601 -1.720
C: -0.330 5.689 -2.317
C: -0.981 6.612 -1.520
C: -0.971 6.429 -0.143
C: -0.329 5.317 0.366
N: 0.273 4.422 -0.402
C: 3.503 1.420 -1.124
C: 4.676 0.732 -1.398
C: 5.049 0.485 -2.710
Cl: 6.488 -0.420 -3.022
N: 3.040 1.709 0.148
C: 3.368 0.993 1.207
O: 3.932 -0.116 1.213
C: 2.812 1.502 2.492
C: 3.271 0.960 3.687
C: 2.675 1.346 4.873
C: 1.633 2.260 4.822
C: 1.240 2.750 3.590
N: 1.815 2.384 2.455
H: 2.545 2.095 -4.316
H: -0.293 5.776 -3.390
H: -1.484 7.460 -1.956
H: -1.448 7.133 0.519
H: -0.285 5.124 1.427
H: 5.309 0.408 -0.589
H: 4.071 0.239 3.650
H: 3.003 0.933 5.814
H: 1.123 2.575 5.718
H: 0.419 3.447 3.497
C: -5.115 2.665 0.980
C: -3.732 3.295 0.853
C: -3.218 3.703 2.235
P: -2.364 2.345 -0.018
C: -2.610 0.499 0.263
C: -3.883 -0.197 -0.205
C: -2.335 0.202 1.736
C: -2.708 2.646 -1.838
C: -4.155 2.763 -2.307
C: -1.925 1.633 -2.670
H: -5.817 3.423 1.324
H: -5.106 1.865 1.716
H: -5.482 2.275 0.037
H: -3.806 4.208 0.246
H: -3.144 2.840 2.891
H: -3.900 4.419 2.691
H: -2.235 4.163 2.161
H: -1.765 0.082 -0.314
H: -4.733 0.068 0.415
H: -3.742 -1.277 -0.144
H: -4.120 0.047 -1.236
H: -3.154 0.542 2.364
H: -1.421 0.703 2.060
H: -2.213 -0.868 1.891
H: -2.238 3.630 -1.990
H: -4.699 1.833 -2.179
H: -4.167 3.016 -3.366
H: -4.680 3.551 -1.775
H: -2.419 0.664 -2.680
H: -0.914 1.502 -2.275
H: -1.838 1.977 -3.698
C: 1.154 -3.006 -3.307
Si: -0.279 -3.813 -2.336
C: -0.214 -5.715 -2.498
C: -1.969 -3.127 -2.903
Si: -0.023 -3.169 -0.040
Te: 1.681 -1.405 0.436
Si: 3.552 -3.141 0.807
C: 4.255 -2.913 2.555
C: 2.676 -4.839 0.638
C: 4.880 -2.914 -0.524
Si: -1.170 -4.161 1.839
C: -0.511 -3.238 3.386
C: -0.806 -6.033 1.988
C: -3.063 -3.947 1.673
H: 0.989 -3.060 -4.380
H: 2.102 -3.497 -3.104
H: 1.272 -1.956 -3.053
H: -0.397 -6.019 -3.525
H: -0.963 -6.202 -1.881
H: 0.756 -6.115 -2.216
H: -2.156 -3.355 -3.948
H: -2.012 -2.048 -2.796
H: -2.788 -3.551 -2.329
H: 3.500 -2.982 3.333
H: 4.705 -1.927 2.606
H: 5.028 -3.646 2.768
H: 1.897 -4.970 1.381
H: 3.403 -5.631 0.778
H: 2.229 -4.972 -0.343
H: 5.144 -1.864 -0.597
H: 4.560 -3.244 -1.508
H: 5.781 -3.463 -0.265
H: 0.374 -3.725 3.784
H: -1.247 -3.208 4.183
H: -0.236 -2.211 3.154
H: 0.239 -6.243 2.196
H: -1.074 -6.569 1.084
H: -1.384 -6.464 2.801
H: -3.369 -2.906 1.631
H: -3.573 -4.393 2.521
H: -3.439 -4.436 0.780

## Properties
Net charge: +1
DFT total energy in eV: -127296.388
Kohn-Sham gap in eV: 4.435
Highest occupied orbital energy in eV: -9.259
ΔE to the lowest compared entry with this formula, charge and spin in kJ/mol: 52.38

=====

(3)
Computed, not measured: 2 unconnected molecules or ions with the total composition C5H13NO, with the ωB97M-V functional and the def2-TZVPD basis.

Cartesian coordinates (Å):
C: 1.380 1.497 1.435
C: 1.288 0.296 0.546
C: 1.989 0.132 -0.566
C: 2.002 -1.107 -1.399
H: 1.965 2.288 0.965
H: 0.382 1.870 1.651
H: 1.836 1.243 2.393
H: 0.519 -0.410 0.842
H: 2.753 0.858 -0.804
H: 1.337 -1.870 -0.990
H: 1.710 -0.935 -2.435
H: 3.004 -1.531 -1.394
N: -2.288 -0.217 1.116
C: -2.232 -0.130 -0.303
O: -3.269 -0.891 -0.926
H: -3.142 0.180 1.481
H: -2.226 -1.180 1.421
H: -2.305 0.927 -0.576
H: -1.264 -0.494 -0.656
H: -3.439 -0.525 -1.802

## Properties
DFT total energy in eV: -8932.603
Kohn-Sham gap in eV: 9.984
Highest occupied orbital energy in eV: -9.074
ΔE to the lowest compared entry with this formula, charge and spin in kJ/mol: 135.86

=====

> Number 3 is which compound?

C5H13NO

=====

> What is the formula in the third record?

C5H13NO